Here is C43H61N5O3PPbSbSe5Si2 as an isolated structure from the OMol25 dataset. Energies are from the ωB97M-V functional and the def2-TZVPD basis.

Computed properties:
HOMO-LUMO gap: 6.162 eV
HOMO: -3.3 eV
LUMO energy: 2.91 eV
net charge: -2

Structure (XYZ):
```
122
Properties=species:S:1:pos:R:3:forces:R:3:lowdin_charge:R:1
Pb -0.0707 0.1701 -0.3975 -0.138 -0.147 -0.370 1.276
C -2.3229 0.3843 -1.0111 0.242 1.005 0.398 -0.386
Si -2.8165 1.9938 -1.7843 0.317 -0.587 0.466 0.608
C -1.2593 2.8214 -2.5431 -0.299 -0.658 -0.153 -0.238
N -0.1479 2.9821 -1.6072 0.185 -0.817 0.086 -0.251
C -0.2160 4.1808 -0.8059 -0.005 0.389 1.550 -0.199
C 0.5678 5.3502 -1.4127 -0.302 -0.126 0.920 -0.164
C 2.0634 4.9831 -1.4684 -0.431 0.410 -0.380 -0.185
C 2.2575 3.4692 -1.4655 0.659 -0.305 0.080 -0.224
C 1.1532 2.8098 -2.2706 -0.471 1.817 -1.250 -0.247
C -3.5440 3.2997 -0.6726 0.063 0.135 0.325 -0.243
C -3.3215 3.3311 0.7171 -0.066 -0.553 -0.954 -0.089
C -3.7148 4.4339 1.4203 0.275 0.625 0.974 -0.105
C -4.2444 5.5617 0.8208 -0.534 -0.333 -0.089 -0.100
C -4.4866 5.5373 -0.5396 0.148 0.303 -0.057 -0.104
C -4.1414 4.4161 -1.2724 -0.149 -0.083 -0.259 -0.105
C -4.1295 1.7006 -3.1200 0.060 0.040 0.031 -0.240
C -5.1687 0.7804 -2.9497 0.338 0.533 -0.267 -0.089
C -6.0991 0.5018 -3.9413 0.074 -0.105 -0.112 -0.097
C -5.9694 1.1078 -5.1892 0.546 0.959 -0.371 -0.097
C -4.9372 2.0510 -5.3736 -0.184 -0.594 0.782 -0.094
C -4.0673 2.3615 -4.3338 0.176 0.083 -0.349 -0.117
H -2.3773 -0.2901 -1.8325 0.116 -0.889 -0.805 -0.037
H -2.9382 -0.0337 -0.2257 -0.178 0.360 -0.019 -0.045
H -1.5433 3.7745 -3.0055 0.165 0.136 -0.322 0.081
H -0.9149 2.1184 -3.3218 -0.157 0.325 -0.007 0.098
H 0.1786 3.9904 0.2349 -0.114 0.127 -0.918 0.109
H -1.2722 4.3931 -0.6409 0.057 0.310 -0.140 0.100
H 0.3884 6.2828 -0.8510 0.077 -0.376 -0.085 0.113
H 0.1642 5.5110 -2.3995 -0.034 0.152 -0.578 0.092
H 2.6394 5.4725 -0.6765 -0.113 -0.141 -0.044 0.108
H 2.4004 5.3757 -2.4368 0.405 -0.080 0.199 0.103
H 2.3343 3.0357 -0.4636 -0.447 0.221 0.092 0.023
H 3.2649 3.2743 -1.8452 -0.221 -0.236 -0.453 0.094
H 1.2812 1.7875 -2.5240 0.435 -1.064 0.090 0.027
H 1.0917 3.3246 -3.2883 0.222 -0.265 0.794 0.136
H -2.8231 2.5184 1.2500 -0.136 0.086 -0.341 0.097
H -3.5264 4.4486 2.4791 -0.040 0.044 0.373 0.099
H -4.5671 6.3852 1.4324 0.112 0.343 0.081 0.091
H -4.8919 6.4019 -1.0522 -0.127 -0.003 0.074 0.094
H -4.3706 4.4535 -2.3448 0.269 -0.299 0.320 0.101
H -5.2192 0.3141 -1.9965 -0.250 -0.640 0.637 0.091
H -6.8794 -0.2268 -3.7298 0.042 0.170 -0.179 0.097
H -6.6494 0.9402 -6.0294 0.143 -0.248 0.425 0.093
H -4.7108 2.5238 -6.3020 -0.427 0.198 -0.751 0.083
H -3.2927 3.1187 -4.4820 -0.164 -0.247 -0.167 0.096
O -0.5185 1.7394 1.6984 -0.348 0.342 -0.001 -0.177
H -0.0685 2.5812 1.6766 -0.012 0.906 -0.500 -0.027
H 0.0339 1.3193 2.3719 0.120 -1.095 0.484 -0.013
Se 1.3300 -3.4724 -4.0142 -0.199 0.066 0.031 0.346
C 0.4497 -2.1155 -3.1952 0.811 -0.935 -0.675 -0.971
N -0.0479 -1.2067 -2.6848 -0.548 0.936 0.705 -0.050
Se 5.5917 3.3310 5.0966 0.034 0.264 0.012 -0.187
Sb 4.2043 4.3732 3.4658 1.055 1.452 0.425 -0.131
Se 2.7127 3.0639 2.2846 -0.790 -0.631 -0.792 0.027
Se 5.3653 6.6908 2.3626 0.845 -1.073 -0.618 -0.193
Se 3.4399 6.7750 3.6286 -1.215 -0.009 1.060 -0.181
C -2.3365 -1.4821 3.6923 0.454 -0.797 0.154 -0.089
C -2.6750 -2.4940 2.5895 0.496 0.521 -1.210 -0.573
C -3.4948 -3.6293 3.1580 -0.322 -0.088 -0.432 -0.105
C -3.5235 -1.7123 1.5388 0.447 0.237 0.047 -0.103
Si -1.0515 -3.0309 1.6196 -0.997 0.034 0.411 0.513
O -0.4037 -1.7098 0.9478 0.059 -0.482 0.446 -0.521
C 0.1161 -3.9079 2.8763 0.642 -0.139 0.117 -0.202
C 1.4376 -4.0191 2.4056 0.857 0.465 -0.495 -0.111
C 2.4617 -4.5865 3.1751 -0.565 -0.299 0.749 -0.088
C 2.1564 -5.0728 4.4479 1.222 0.074 -0.109 -0.118
C 0.8790 -4.9840 4.9284 -0.576 -0.097 0.709 -0.124
C -0.1298 -4.4316 4.1771 -0.227 0.963 -1.550 -0.088
C -1.5299 -4.4364 0.3866 -0.390 2.122 -0.533 -0.205
C -1.4777 -5.7423 0.7878 0.113 -1.402 -0.193 -0.099
C -1.9102 -6.7767 -0.0803 0.873 0.948 1.139 -0.093
C -2.3134 -6.4570 -1.3416 -0.064 -0.917 -0.864 -0.129
C -2.3908 -5.1595 -1.7848 0.360 1.218 1.633 -0.088
C -2.0441 -4.1340 -0.9084 -0.169 -0.054 0.142 -0.066
H -3.2386 -1.0192 4.0563 -0.574 0.227 0.286 0.072
H -1.6655 -0.7030 3.3928 0.278 0.521 -0.528 0.052
H -1.8164 -1.9430 4.5350 -0.152 -0.225 0.129 0.076
H -4.2411 -3.2263 3.8459 -0.463 0.017 -0.198 0.076
H -2.9334 -4.3173 3.7536 0.583 -0.517 0.345 0.040
H -3.9473 -4.2178 2.3467 -0.147 0.164 0.289 0.085
H -4.4758 -1.3826 1.9798 0.024 -0.136 -0.069 0.083
H -3.7214 -2.2140 0.5703 0.044 -0.151 0.623 0.079
H -2.9598 -0.8087 1.2716 -0.236 -0.268 0.332 0.036
H 1.7369 -3.5423 1.4366 -0.488 -0.593 0.768 0.118
H 3.5006 -4.6615 2.8933 0.002 0.249 -0.563 0.094
H 2.9524 -5.4380 5.1186 -0.386 0.064 -0.537 0.102
H 0.6633 -5.2981 5.9405 -0.027 -0.121 0.092 0.095
H -1.1117 -4.3062 4.5963 -0.203 -0.125 0.184 0.074
H -1.0032 -5.9561 1.7492 -0.359 -0.229 -0.191 0.094
H -1.8220 -7.8125 0.1804 0.026 -0.349 0.324 0.086
H -2.4771 -7.2784 -2.0199 -0.351 -0.115 -0.261 0.093
H -2.7253 -4.8625 -2.7341 -0.356 -0.070 -1.291 0.086
H -2.2208 -3.1054 -1.2778 0.542 -0.509 0.521 0.105
C 5.8579 -2.1086 -1.7219 0.907 -0.562 0.675 -0.232
N 4.7771 -2.1551 -0.7709 -1.670 -0.560 -0.383 -0.152
C 5.1066 -1.4766 0.4641 0.569 0.096 -0.159 -0.215
N 5.6123 -0.1315 0.2408 0.313 0.195 -0.314 -0.145
C 6.7059 -0.1709 -0.7418 0.198 0.465 0.469 -0.215
N 6.3772 -0.7940 -1.9983 -0.620 0.587 -1.037 -0.177
C 5.3798 -0.0021 -2.7434 -0.738 -0.510 0.180 -0.333
P 3.7129 0.2222 -1.8471 0.585 -0.778 -0.075 1.035
C 3.4926 -1.6164 -1.3338 0.734 0.728 -0.409 -0.303
C 4.5219 0.7522 -0.2351 -0.073 -1.086 0.664 -0.351
H 5.5565 -2.6007 -2.6351 -0.095 -0.146 -0.308 0.123
H 6.7349 -2.6279 -1.2900 -0.457 -0.312 -0.075 0.123
H 5.8836 -2.0377 1.0131 -0.251 0.030 -0.203 0.126
H 4.1999 -1.4076 1.0608 0.042 -0.116 0.248 0.104
H 7.6043 -0.7023 -0.3404 -0.693 0.441 0.035 0.130
H 6.9325 0.8751 -0.9686 0.416 -0.071 0.203 0.118
H 5.2047 -0.4580 -3.7312 0.050 0.037 0.326 0.080
H 5.7504 0.9940 -2.9158 0.373 0.486 -0.100 0.060
H 3.0562 -2.2195 -2.1788 0.679 0.434 0.831 0.016
H 2.7605 -1.5576 -0.5285 -0.149 -0.336 0.035 0.043
H 3.7793 0.7063 0.5754 -0.088 0.341 -0.337 0.038
H 4.9114 1.7584 -0.2611 -0.046 0.479 -0.204 0.072
C 2.0106 -0.5868 3.3910 -0.296 0.338 0.193 -0.113
O 0.6971 -0.1528 2.9992 0.595 -1.138 -0.352 -0.213
H 2.3013 -0.0310 4.2861 -0.170 -0.233 0.048 0.083
H 2.7609 -0.3185 2.6455 -0.003 -0.142 -0.239 0.050
H 1.9974 -1.6727 3.5649 0.185 0.346 0.084 0.071
H 0.4062 -0.8220 2.3117 -0.161 0.651 0.382 0.019
```
Forces are in eV/Å.